(1)
A single C14H7ClF3NO2 molecule. Source: OMol25; level of theory: ωB97M-V with the def2-TZVPD basis set.

```
! RIJCOSX wB97M-V def2-TZVPD def2/J DEFGRID3
* xyz 0 1
F 2.8477 2.2489 -0.7182
F 2.5757 1.1121 -2.5760
F 4.4581 0.8598 -1.3501
Cl -1.8337 -5.1646 2.6537
N 2.2403 -2.1148 0.3107
O -0.0264 -3.3791 1.5075
O 3.1439 -1.2158 -0.2525
C 1.0883 -1.4921 0.3961
C -1.3094 -3.7389 1.7759
C -2.1944 -2.7933 1.3570
C -1.4157 -1.7021 0.8061
C -0.1057 -2.1665 0.8889
C 1.1975 -0.1806 -0.1468
C 2.4983 -0.0561 -0.5648
C -1.8293 2.8870 -0.5106
C -1.5808 2.0357 -1.5735
C -1.0682 2.7265 0.6530
C -0.6212 0.9989 -1.4912
C -0.1116 1.7159 0.7592
C 0.1191 0.8613 -0.3196
C 3.1145 1.0713 -1.3156
H -3.2940 -2.8401 1.4365
H -1.8309 -0.7769 0.4105
H -2.5891 3.6667 -0.5063
H -2.1464 2.0896 -2.4848
H -1.3158 3.3944 1.4912
H -0.4693 0.3308 -2.3100
H 0.4585 1.6220 1.6738
*
```

Results
Calculated total energy in Eh: -1502.65968
Energy above the lowest of the compared OMol25 structures with the same formula, charge and spin in kJ/mol: 0.00
LUMO energy in hartree: 0.00970
Structure (SMILES): FC(F)(F)c1onc(-c2ccc(Cl)o2)c1-c1ccccc1

What are the Löwdin partial charges on each atom? They are as follows, in elementary charge units: 0.1641 0.1390 0.1507 0.6847 0.1673 0.0647 0.0395 -0.1525 -0.6888 -0.0841 0.0348 -0.1934 -0.0473 -0.0842 -0.0840 -0.0687 -0.0731 -0.0202 -0.0304 -0.2028 -0.4993 0.1205 0.1144 0.1057 0.0973 0.1099 0.1142 0.1221

=====

(2)
A molecular structure, C3H8ClNS. Source: OMol25; level of theory: ωB97M-V with the def2-TZVPD basis set.

```
! RIJCOSX wB97M-V def2-TZVPD def2/J DEFGRID3
* xyz 0 1
C 0.8235 1.0455 -0.0045
C -0.7430 -0.5271 -1.1292
C -0.4300 -0.5025 1.2344
N -0.3471 0.2299 0.0773
S -1.6424 -1.7471 1.0984
Cl 1.4978 -1.6641 1.5409
H 0.9066 1.6882 0.9153
H 1.6201 0.3929 -0.0556
H 0.7629 1.6540 -0.8189
H -0.1795 0.1088 -1.8788
H -0.3883 -1.6181 -1.0949
H -1.8824 -0.4777 -1.1955
H -0.1347 -0.0676 2.2090
H -2.1659 -1.6416 2.2163
*
```

Results
Calculated total energy in Eh: -1032.17575
Energy above the lowest of the compared OMol25 structures with the same formula, charge and spin in kJ/mol: 154.78
LUMO energy in hartree: 0.02000

What are the Löwdin partial charges on each atom? They are as follows, in elementary charge units: -0.0940 -0.1266 -0.7289 -0.3272 0.8415 0.0534 0.1256 0.0254 0.0564 0.1050 0.0898 0.0883 0.0709 -0.1796

=====

(3)
10 unconnected molecules or ions with the total composition C6H36BNO10. Source: OMol25; level of theory: ωB97M-V with the def2-TZVPD basis set.

```
! RIJCOSX wB97M-V def2-TZVPD def2/J DEFGRID3
* xyz 0 1
C 0.8517 1.2826 0.3519
O 1.0188 1.2822 1.8591
C 0.5122 0.0514 2.5370
C 0.1113 0.5006 3.9560
N -0.3230 -0.7118 4.7567
H -1.0957 -1.0367 4.3344
H 0.2768 -1.5784 4.4656
C -0.5566 -0.7860 6.2391
C -1.5291 -1.9006 6.5754
O -1.8796 -1.8033 8.0285
C -0.6911 -2.0350 8.7739
H -0.1330 0.7991 0.1299
H 1.6817 0.5737 -0.1729
H 1.0422 2.2206 -0.0903
H 1.4282 -0.6722 2.5367
H -0.4086 -0.4629 2.0714
H -0.6853 1.2472 3.9162
H 1.0175 0.9498 4.2091
H -0.7537 0.1996 6.5776
H 0.5615 -1.0431 6.4653
H -0.9828 -2.7182 6.1668
H -2.3171 -1.8855 5.9261
H -0.1182 -2.8274 8.6306
H -1.1171 -2.1996 9.8093
H 0.0315 -1.2380 8.6379
B 0.5044 0.7538 -3.7007
H -0.0407 1.1024 -2.7465
H -0.1532 0.9160 -4.7479
H 1.4864 1.4890 -3.7215
H 0.8088 -0.3963 -3.5216
O 1.8093 -1.5062 -6.2858
H 1.2943 -0.8672 -5.6314
H 1.3280 -2.2460 -6.0142
O -0.3111 4.1569 -2.3288
H -0.3038 3.3333 -2.5770
H -0.8650 4.1736 -1.5491
O 3.9241 -0.0805 -2.2617
H 2.9735 -0.1311 -2.5340
H 4.0994 0.8380 -2.2538
O 1.9350 1.9203 -6.7411
H 2.6353 1.2531 -6.9192
H 1.5395 1.6313 -5.9150
O -3.1283 1.7534 -3.8938
H -2.7552 1.6214 -4.8213
H -2.3264 1.2897 -3.5671
O 0.3400 -2.3659 -0.4398
H 0.7394 -1.9305 -1.1501
H 1.0326 -2.3608 0.2796
O -2.1638 1.3118 -6.6564
H -2.0019 0.7790 -7.5407
H -1.8057 0.6843 -6.0967
O -2.4448 -1.1333 -4.7269
H -1.5128 -1.2933 -4.6843
H -2.5796 -0.9039 -3.9443
*
```

Results
Calculated total energy in Eh: -1081.81493
Energy above the lowest of the compared OMol25 structures with the same formula, charge and spin in kJ/mol: 310.85
LUMO energy in hartree: -0.07719

What are the Löwdin partial charges on each atom? They are as follows, in elementary charge units: -0.0269 -0.2169 -0.2035 -0.0834 0.0358 0.1019 0.2264 -0.1068 -0.1385 -0.1186 -0.1043 0.0878 0.1246 0.0580 0.1539 0.1426 0.1522 0.1145 0.1337 0.1713 0.1213 0.1009 0.0384 0.1335 0.0815 -0.4163 -0.0874 -0.0192 -0.0202 -0.0581 -0.0883 0.0511 -0.0233 0.0198 -0.1048 0.0389 -0.0739 0.0133 0.0044 -0.0846 0.0446 -0.0434 -0.1021 0.0221 -0.0053 -0.0558 -0.0142 0.0566 -0.0758 0.1257 -0.0778 0.0592 0.0333 -0.0981